The following is a DFT calculation (the ωB97M-V functional and the def2-TZVPD basis) of a molecular structure, C29H54P2SiV in a non-equilibrium geometry.

Structure (ORCA input):
```
! wB97M-V def2-TZVPD RIJCOSX def2/J DEFGRID3
* xyz 2 2
V 0.199 -0.649 0.237
C 0.952 -1.560 1.969
C 0.643 -2.571 0.994
C 2.221 -1.148 0.068
C 1.983 -0.742 1.419
C 1.395 -2.292 -0.204
C 0.472 -1.486 3.380
H -0.507 -1.960 3.502
H 0.405 -0.451 3.734
H 1.175 -2.011 4.041
C 2.783 0.269 2.166
H 2.542 0.281 3.235
H 2.584 1.266 1.760
H 3.864 0.097 2.056
C 3.198 -0.489 -0.845
H 4.237 -0.612 -0.498
H 2.997 0.589 -0.875
H 3.119 -0.876 -1.865
C 1.443 -3.122 -1.438
H 1.891 -4.100 -1.216
H 2.034 -2.637 -2.223
H 0.428 -3.287 -1.814
C -0.014 -3.854 1.340
H 0.630 -4.418 2.045
H -0.161 -4.470 0.450
H -0.981 -3.695 1.830
C -3.151 -0.915 0.027
C -2.743 -1.858 0.904
C -3.402 -3.209 0.938
C -2.909 -4.244 -0.106
C -2.019 -3.683 -1.184
C -2.487 -2.784 -2.057
C -3.912 -2.312 -2.023
C -4.234 -1.202 -0.976
H -4.492 -3.085 0.796
H -3.797 -4.708 -0.573
H -3.279 -3.644 1.945
H -5.153 -1.506 -0.439
H -2.904 0.145 0.138
H -2.118 -1.626 1.779
H -4.511 -0.282 -1.518
H -4.187 -1.946 -3.027
H -1.944 -2.516 -2.961
H -4.577 -3.168 -1.813
H -2.380 -5.056 0.415
H -1.085 -4.220 -1.344
P -1.009 1.554 1.658
C 0.086 2.500 2.759
H -0.486 3.335 3.185
H 0.923 2.890 2.170
H 0.475 1.866 3.563
C -1.766 2.868 0.645
H -1.952 3.744 1.278
H -2.715 2.525 0.214
H -1.078 3.145 -0.160
C -2.348 1.022 2.774
H -3.101 0.457 2.215
H -2.803 1.911 3.230
H -1.930 0.374 3.556
P -0.197 0.456 -2.340
C 0.070 -0.773 -3.655
H -0.362 -0.377 -4.583
H -0.423 -1.714 -3.395
H 1.141 -0.964 -3.785
C -1.971 0.823 -2.554
H -2.566 -0.018 -2.184
H -2.183 0.974 -3.620
H -2.246 1.725 -1.995
C 0.605 1.948 -2.998
H 0.355 2.105 -4.057
H 1.691 1.849 -2.883
H 0.292 2.812 -2.403
C 4.454 3.161 1.153
Si 3.014 3.684 0.036
C 2.382 5.289 0.785
C 3.818 4.086 -1.620
C 1.659 2.416 -0.098
C 0.876 1.413 -0.103
H 5.229 3.936 1.030
H 4.894 2.195 0.868
H 4.178 3.127 2.216
H 3.198 6.027 0.799
H 1.560 5.689 0.178
H 2.030 5.151 1.817
H 4.347 3.217 -2.039
H 3.062 4.425 -2.340
H 4.554 4.894 -1.487
*
```

The LUMO energy (alpha / beta) comes out at -7.72 / -7.09 eV. Its largest force on an atom is 8.49 eV/Å. For the molecular weight, the calculation gives 543.7 g mol⁻¹. The calculation puts the orbital gap (alpha / beta) at 6.5274 / 7.2141 eV. The electronic energy comes out at -83074.86437 eV.